No. 1
The following is a quantum chemistry calculation of a molecular structure, C29H33Br2N3NaOS5, from the Open Molecules 2025 dataset.

The geometry in XYZ format:
```
74
Properties=species:S:1:pos:R:3
Na -0.232 0.320 -1.109
C 1.050 0.139 3.602
C 2.319 0.793 3.053
C 2.158 2.311 3.067
C 2.689 0.252 1.684
C 2.553 -1.105 1.394
C 2.906 -1.622 0.161
C 3.426 -0.808 -0.840
C 3.815 -1.378 -2.171
C 3.566 0.540 -0.553
C 3.200 1.062 0.680
H 0.770 0.604 4.548
H 1.188 -0.924 3.793
H 0.227 0.267 2.895
H 3.148 0.543 3.730
H 1.393 2.628 2.355
H 3.088 2.825 2.825
H 1.849 2.640 4.059
H 2.154 -1.775 2.142
H 2.771 -2.679 -0.038
H 3.025 -2.017 -2.566
H 4.728 -1.974 -2.085
H 3.993 -0.587 -2.898
H 3.953 1.205 -1.315
H 3.301 2.128 0.837
C 1.743 2.761 -2.863
C 1.045 3.385 -1.696
C 0.944 4.790 -1.580
C 0.209 5.331 -0.571
C -0.456 4.487 0.349
C -1.284 4.941 1.400
Br -1.552 6.808 1.688
C -1.919 4.053 2.222
C -1.737 2.684 2.040
Br -2.665 1.484 3.192
C -0.911 2.116 1.061
O -0.733 0.876 0.926
C -0.264 3.097 0.181
N 0.486 2.588 -0.825
H 2.692 3.258 -3.074
H 1.109 2.842 -3.747
H 1.908 1.700 -2.684
H 1.437 5.423 -2.306
H 0.110 6.405 -0.473
H -2.566 4.406 3.014
S -4.455 -4.264 -3.775
C -3.387 -2.980 -3.834
S -1.689 -3.151 -3.997
C -1.198 -1.478 -3.728
C -2.233 -0.587 -3.608
S -2.243 1.002 -2.923
S -3.833 -1.329 -3.765
S 0.467 -1.309 -3.251
C -2.404 -3.153 1.756
C -1.367 -2.045 1.446
N -1.088 -2.021 0.027
C -0.536 -3.285 -0.408
C -1.564 -4.419 -0.189
N -2.771 -3.809 0.459
C -3.382 -2.804 -0.469
C -2.307 -1.727 -0.708
H -3.327 -2.758 2.181
H -2.016 -3.937 2.409
H -0.438 -2.233 1.985
H -1.727 -1.061 1.741
H 0.375 -3.479 0.160
H -0.268 -3.192 -1.465
H -1.208 -5.204 0.482
H -1.900 -4.864 -1.127
H -3.451 -4.540 0.636
H -4.280 -2.422 0.017
H -3.662 -3.334 -1.385
H -2.673 -0.744 -0.415
H -2.067 -1.696 -1.756
```

calculated total energy	-235808.2855	eV
maximum force	0.542	eV/Å
spin multiplicity	1
E_HOMO	-3.403	eV
relative energy (zero: lowest compared OMol25 entry of this formula, charge and spin)	3.0	kcal/mol
Kohn-Sham gap	4.8	eV
charge	-1

=====

No. 2
The following is a quantum chemistry calculation of CH2Cl2N2 in the gas phase at a distorted geometry, from the Open Molecules 2025 dataset.

The geometry in XYZ format:
```
7
Properties=species:S:1:pos:R:3
N 0.190 -0.117 -0.209
C 1.070 -0.055 -1.246
Cl 2.295 1.189 -1.294
N 1.038 -1.204 -2.007
Cl 2.227 -1.395 -3.185
H -0.523 -0.847 -0.200
H -0.090 0.869 -0.102
```

calculated total energy	-29093.0173	eV
maximum force	6.727	eV/Å
spin multiplicity	1
SMILES	N/C(Cl)=N/Cl
E_HOMO	-9.100	eV
relative energy (zero: lowest compared OMol25 entry of this formula, charge and spin)	14.7	kcal/mol
Kohn-Sham gap	9.7	eV
charge	0

=====

No. 3
The following is a quantum chemistry calculation of 10 unconnected molecules or ions with the total composition C29H64N8O13 at a distorted geometry, from the Open Molecules 2025 dataset.

The geometry in XYZ format:
```
114
Properties=species:S:1:pos:R:3
O 0.052 0.373 -1.714
C -0.146 0.298 -0.336
C -0.134 -1.079 0.408
O -0.991 -2.068 0.014
H -1.203 0.678 -0.372
H 0.364 1.055 0.331
H -0.325 -0.777 1.484
H 0.905 -1.469 0.309
C -2.696 -4.126 1.679
C -3.024 -3.244 2.889
O -3.362 -4.109 3.971
C -3.344 -5.380 3.476
O -3.490 -6.339 4.180
O -3.213 -5.405 2.155
H -1.623 -4.154 1.527
H -3.211 -3.710 0.819
H -3.815 -2.518 2.705
H -2.135 -2.649 3.112
C 3.624 -1.833 0.837
C 4.609 -1.859 1.987
O 5.732 -2.339 1.918
N 4.216 -1.246 3.140
C 2.993 -0.487 3.368
H 4.122 -1.964 -0.122
H 3.208 -0.830 0.812
H 2.957 -2.687 0.928
H 4.875 -1.360 3.892
H 2.955 0.203 2.529
H 2.954 0.084 4.292
H 2.077 -1.083 3.332
C 1.342 3.704 -2.714
C 0.214 4.360 -1.954
O -0.160 5.512 -2.202
N -0.325 3.623 -0.966
C -1.291 3.983 0.035
H 2.039 3.054 -2.196
H 1.849 4.559 -3.172
H 0.953 3.169 -3.584
H 0.111 2.708 -0.876
H -0.844 3.776 1.009
H -2.263 3.528 -0.141
H -1.438 5.066 0.074
C 0.568 -6.491 -1.382
C 0.062 -5.055 -1.329
O -0.533 -4.581 -2.270
N 0.176 -4.316 -0.194
C 0.937 -4.699 0.971
H 1.592 -6.651 -1.049
H 0.326 -6.871 -2.370
H -0.110 -7.064 -0.734
H -0.356 -3.434 -0.217
H 2.001 -4.773 0.686
H 0.770 -5.766 1.180
H 0.807 -4.062 1.836
C 5.744 4.191 -1.229
C 5.002 2.949 -0.814
O 5.266 1.853 -1.268
N 4.037 3.134 0.111
C 3.048 2.104 0.431
H 5.572 5.124 -0.694
H 5.418 4.457 -2.244
H 6.795 3.969 -1.413
H 3.951 4.065 0.476
H 3.547 1.393 1.087
H 2.653 1.663 -0.484
H 2.290 2.617 1.015
C -6.016 1.630 -4.707
C -4.623 1.553 -4.109
O -3.976 0.539 -4.148
N -4.183 2.711 -3.542
C -2.940 2.812 -2.821
H -6.188 2.653 -5.052
H -6.803 1.456 -3.965
H -6.182 0.855 -5.447
H -4.888 3.409 -3.387
H -2.059 2.294 -3.211
H -3.007 2.246 -1.879
H -2.607 3.828 -2.617
C 3.638 -2.600 -4.056
C 2.408 -1.954 -3.390
O 1.364 -2.563 -3.267
N 2.486 -0.649 -3.039
C 3.414 0.319 -3.578
H 4.588 -2.338 -3.591
H 3.709 -2.214 -5.077
H 3.343 -3.645 -4.073
H 1.664 -0.278 -2.524
H 3.169 0.578 -4.615
H 4.429 -0.093 -3.582
H 3.477 1.194 -2.939
C -5.759 0.042 -0.211
C -4.442 -0.723 -0.358
O -4.273 -1.480 -1.295
N -3.534 -0.607 0.645
C -3.601 0.252 1.799
H -5.622 1.089 0.047
H -6.364 -0.509 0.518
H -6.346 -0.093 -1.117
H -2.592 -1.035 0.568
H -4.570 0.759 1.830
H -2.892 1.085 1.876
H -3.501 -0.333 2.719
C -0.336 1.464 3.351
C 0.633 2.464 3.907
O 1.648 2.804 3.311
N 0.238 3.223 4.972
C -0.913 2.938 5.838
H -0.300 1.157 2.308
H -1.362 1.703 3.650
H -0.253 0.515 3.904
H 0.761 4.041 5.223
H -1.818 3.364 5.399
H -0.753 3.496 6.760
H -0.950 1.867 6.009
```

calculated total energy	-69649.4801	eV
maximum force	3.217	eV/Å
spin multiplicity	1
E_HOMO	-0.765	eV
relative energy (zero: lowest compared OMol25 entry of this formula, charge and spin)	40.8	kcal/mol
Kohn-Sham gap	4.2	eV
charge	-2

=====

No. 4
The following is a quantum chemistry calculation of a molecular structure, FO2V2 at a distorted geometry, from the Open Molecules 2025 dataset.

The geometry in XYZ format:
```
5
Properties=species:S:1:pos:R:3
O 2.555 0.583 1.208
V 1.178 1.293 1.187
O -1.792 -1.588 -1.526
V -1.975 -0.219 -0.803
F 0.034 -0.069 -0.067
```

calculated total energy	-58146.6169	eV
maximum force	5.122	eV/Å
spin multiplicity	3
E_HOMO (alpha / beta)	-28.099 / -29.184	eV
relative energy (zero: lowest compared OMol25 entry of this formula, charge and spin)	10.6	kcal/mol
⟨S²⟩	2.226
Kohn-Sham gap (alpha / beta)	10.1 / 11.8	eV
charge	+3

=====

No. 5
The following is a quantum chemistry calculation of a molecular structure, C32H29CdCl2NO11P3, from the Open Molecules 2025 dataset.

The geometry in XYZ format:
```
79
Properties=species:S:1:pos:R:3
Cd 0.012 -0.023 -0.529
Cl -2.729 -1.302 0.620
C -1.816 -2.575 1.466
Cl -0.355 -1.927 2.233
H -1.503 -3.298 0.727
H -2.445 -2.993 2.238
C -2.894 1.633 5.753
C -1.594 2.106 5.847
C -0.766 2.120 4.728
C -1.231 1.661 3.499
C -2.539 1.173 3.420
C -3.364 1.162 4.533
P -0.256 1.624 1.930
C 1.299 2.426 2.494
C 1.708 3.726 2.218
C 2.922 4.204 2.704
C 3.745 3.389 3.464
C 3.352 2.084 3.742
C 2.145 1.608 3.252
C -1.178 2.941 1.031
C -1.474 4.109 1.692
C -2.209 5.139 1.078
C -2.682 4.960 -0.189
C -2.457 3.752 -0.888
C -3.038 3.555 -2.165
C -2.870 2.370 -2.813
C -2.072 1.352 -2.239
C -1.446 1.493 -1.022
C -1.667 2.713 -0.301
H -3.537 1.629 6.626
H -1.220 2.476 6.795
H 0.243 2.502 4.820
H -2.908 0.802 2.469
H -4.379 0.789 4.449
H 1.084 4.369 1.612
H 3.227 5.218 2.475
H 4.700 3.759 3.821
H 3.993 1.433 4.326
H 1.847 0.582 3.451
H -1.144 4.243 2.716
H -2.404 6.058 1.618
H -3.267 5.737 -0.674
H -3.626 4.357 -2.600
H -3.333 2.207 -3.781
H -1.932 0.439 -2.805
C 3.392 -3.182 -2.919
C 1.939 -2.735 -2.806
O 1.115 -3.420 -3.779
P 1.722 -0.987 -3.275
O 2.860 -0.168 -2.557
O 2.213 -0.963 -4.806
O 0.358 -0.443 -3.089
P 1.199 -3.161 -1.145
O 2.393 -3.010 -0.096
O 0.810 -4.586 -1.292
O 0.086 -2.168 -0.829
H 3.712 -3.130 -3.960
H 3.483 -4.208 -2.561
H 4.040 -2.544 -2.317
H 0.692 -4.151 -3.297
H 2.473 0.634 -2.105
H 1.626 -1.536 -5.331
H 2.499 -2.087 0.223
O 2.310 -0.100 0.786
C 3.358 0.545 0.843
C 3.645 1.817 0.235
C 4.865 2.413 0.538
C 5.165 3.668 0.073
C 4.224 4.389 -0.695
C 3.023 3.833 -1.010
C 2.696 2.489 -0.619
O 1.632 1.932 -1.023
N 6.459 4.248 0.361
O 7.248 3.611 1.048
O 6.711 5.357 -0.089
H 4.191 0.136 1.441
H 5.584 1.894 1.162
H 4.482 5.387 -1.020
H 2.282 4.363 -1.597
```

calculated total energy	-115150.2423	eV
maximum force	0.778	eV/Å
spin multiplicity	1
E_HOMO	-5.591	eV
Kohn-Sham gap	7.6	eV
charge	-1

=====

No. 6
The following is a quantum chemistry calculation of a gas-phase ion, C5H8N3 (charge +1) at a distorted geometry, from the Open Molecules 2025 dataset.

The geometry in XYZ format:
```
16
Properties=species:S:1:pos:R:3
C -1.212 -1.875 0.317
N -0.236 -0.850 0.490
C 1.001 -1.122 0.558
N 1.907 -0.157 0.856
C 1.943 1.035 0.491
C 1.029 1.722 -0.473
C -0.210 1.459 -0.665
N -1.454 1.410 -0.893
H -0.781 -2.871 0.182
H -1.868 -1.884 1.190
H -1.824 -1.624 -0.553
H 1.431 -2.126 0.500
H 2.721 1.674 0.888
H 1.510 2.531 -1.007
H -2.116 1.924 -0.312
H -1.841 0.755 -1.568
```

calculated total energy	-9775.3962	eV
maximum force	1.399	eV/Å
spin multiplicity	1
SMILES	C/N=C/N=C\C=C=[NH2+]
E_HOMO	-13.922	eV
relative energy (zero: lowest compared OMol25 entry of this formula, charge and spin)	72.5	kcal/mol
Kohn-Sham gap	9.4	eV
charge	+1